Density functional theory data (ωB97M-V/def2-TZVPD) for 5 unconnected molecules or ions with the total composition C35H35BrIN3O16P in a non-equilibrium geometry.

Each line ends with the Löwdin charge.
Atoms and positions in Å:
C -0.811 -1.604 -0.728  -0.0868
C -0.550 -2.994 -1.546  -0.3714
C 0.906 -2.910 -2.170  -0.1289
C -0.931 -4.225 -0.608  -0.0982
C 0.097 -5.463 -0.608  -0.0735
C 0.204 -6.162 -1.990  -0.1777
P -0.782 -5.716 -3.541  0.7746
N -2.345 -6.098 -3.292  -0.3045
C 1.246 -7.346 -1.967  -0.0010
C 1.860 -7.483 -0.553  -0.6039
I 3.320 -9.136 -0.404  0.8443
N 1.670 -6.777 0.631  0.0655
N 0.768 -5.777 0.597  -0.1010
C 0.570 -5.078 1.925  -0.1256
C 1.600 -3.873 2.185  -0.6588
C 0.730 -2.572 2.593  -0.1192
Br 2.918 -3.558 0.740  0.7305
H -1.261 -0.870 -1.498  0.0961
H -1.593 -1.745 0.092  0.0646
H 0.147 -1.158 -0.300  0.0796
H -1.311 -2.954 -2.415  0.1164
H 0.819 -2.959 -3.323  0.0744
H 1.320 -1.850 -1.966  0.0898
H 1.696 -3.631 -1.795  0.0201
H -1.193 -3.825 0.421  0.0892
H -1.916 -4.672 -1.024  0.1235
H -0.255 -6.503 -4.617  0.0194
H -0.685 -4.332 -3.881  0.0002
H -2.348 -6.457 -2.320  -0.0408
H 1.478 -7.987 -2.876  0.1144
H 0.794 -5.871 2.733  0.1304
H -0.533 -4.802 2.103  0.1414
H 2.213 -4.134 3.125  0.0833
H 0.476 -2.712 3.712  0.1044
H 1.274 -1.585 2.445  0.0875
H -0.281 -2.612 2.050  0.0580
C -4.484 0.506 0.113  0.0777
C -5.131 1.670 0.017  -0.2089
C -5.810 2.080 -1.246  -0.2959
O -6.406 3.140 -1.291  0.1019
C -5.724 1.176 -2.397  0.0931
C -5.075 0.014 -2.302  -0.2157
C -4.419 -0.407 -1.031  -0.3088
O -3.849 -1.486 -0.975  0.0702
O -4.985 -0.834 -3.363  0.0981
O -5.198 2.530 1.068  0.1096
H -3.989 0.197 1.024  0.1350
H -6.206 1.493 -3.312  0.1452
H -4.471 -1.599 -3.041  0.1113
H -5.718 3.293 0.748  0.1203
C -2.462 5.960 -2.438  0.0772
C -1.940 7.023 -1.822  -0.2137
C -2.734 7.820 -0.842  -0.2998
O -2.220 8.774 -0.283  0.1162
C -4.121 7.418 -0.591  0.0814
C -4.645 6.357 -1.210  -0.2132
C -3.841 5.543 -2.170  -0.3048
O -4.342 4.569 -2.705  0.1067
O -5.936 5.978 -0.984  0.0894
O -0.662 7.422 -2.064  0.1013
H -1.896 5.373 -3.150  0.1361
H -4.690 8.015 0.108  0.1392
H -6.080 5.186 -1.543  0.0838
H -0.524 8.207 -1.500  0.0935
C 2.000 11.756 -2.106  0.0814
C 1.436 10.934 -1.218  -0.2194
C 2.259 10.145 -0.258  -0.3124
O 1.708 9.418 0.551  0.1100
C 3.717 10.275 -0.333  0.0763
C 4.282 11.094 -1.223  -0.2216
C 3.458 11.904 -2.165  -0.3113
O 4.006 12.655 -2.952  0.1168
O 5.633 11.224 -1.306  0.0974
O 0.084 10.783 -1.153  0.0854
H 1.414 12.335 -2.807  0.1390
H 4.304 9.684 0.358  0.1369
H 5.789 11.872 -2.021  0.1181
H -0.072 10.140 -0.432  0.0890
C 3.763 -7.026 6.041  0.0793
C 4.883 -7.522 6.576  -0.2146
C 6.078 -7.819 5.736  -0.3049
O 7.087 -8.252 6.259  0.1336
C 5.981 -7.576 4.293  0.0880
C 4.861 -7.084 3.759  -0.2124
C 3.677 -6.762 4.604  -0.2982
O 2.675 -6.296 4.086  0.0629
O 4.764 -6.858 2.415  0.0501
O 4.977 -7.774 7.906  0.1125
H 2.890 -6.804 6.639  0.1386
H 6.849 -7.812 3.692  0.1417
H 3.866 -6.500 2.270  0.0712
H 5.880 -8.124 8.042  0.1239

Spin multiplicity   1
Kohn-Sham gap   0.2054 Eh
Total charge   +1
Calculated total energy   -161509.672 eV
Lowest unoccupied orbital energy   -5.204 eV
HOMO level   -10.79 eV
Maximum force   6.2 eV/Å


Density functional theory data (ωB97M-V/def2-TZVPD) for a molecular structure, C35H35Cl2DyN6S.

Each line ends with the Mulliken spin population.
Atoms and positions in Å:
Dy 0.367 -0.641 0.337  4.9244
N 2.322 1.936 -3.130  -0.0004
C 1.790 1.440 -1.993  0.0021
S 2.388 -0.098 -1.467  0.0001
N 0.883 2.248 -1.461  -0.0009
N 0.244 1.757 -0.371  0.0179
C -0.558 2.576 0.203  -0.0133
C -0.774 3.995 -0.193  -0.0018
C -0.920 4.399 -1.519  -0.0001
C -1.156 5.732 -1.823  0.0000
C -1.223 6.684 -0.813  0.0000
C -1.055 6.296 0.509  0.0000
C -0.838 4.959 0.812  0.0000
C -1.254 2.074 1.429  0.0091
C -2.436 2.644 1.879  -0.0001
C -2.997 2.179 3.057  -0.0002
C -2.352 1.180 3.768  0.0000
C -1.197 0.641 3.226  0.0005
N -0.678 1.060 2.074  -0.0032
H 3.084 1.459 -3.573  0.0000
H 2.073 2.870 -3.409  0.0002
H -0.838 3.669 -2.311  -0.0001
H -1.274 6.028 -2.859  0.0000
H -1.400 7.725 -1.056  0.0000
H -1.093 7.029 1.305  0.0000
H -0.702 4.666 1.848  0.0000
H -2.901 3.441 1.313  0.0000
H -3.924 2.607 3.420  0.0000
H -2.727 0.822 4.717  0.0000
H -0.652 -0.153 3.722  -0.0003
Cl -0.970 -2.580 2.322  -0.0040
C -2.654 -2.257 1.849  0.0016
Cl -2.743 -0.963 0.648  -0.0009
H -3.201 -1.953 2.731  0.0000
H -3.058 -3.155 1.401  -0.0001
C -2.998 1.576 -2.830  -0.0008
C -2.635 0.121 -2.962  0.0011
C -3.251 -0.686 -3.920  0.0005
C -2.894 -2.023 -4.018  0.0003
C -3.534 -2.917 -5.055  0.0001
C -1.946 -2.570 -3.152  -0.0015
C -1.308 -1.800 -2.163  -0.0098
C -1.681 -0.437 -2.136  -0.0088
N -0.410 -2.233 -1.212  0.0335
C 0.196 -3.562 -1.318  0.0012
C -0.790 -4.694 -0.999  0.0002
C 0.905 -3.776 -2.664  -0.0001
C 1.286 -3.630 -0.254  -0.0049
H -4.079 1.719 -2.892  0.0000
H -2.547 2.173 -3.628  0.0001
H -2.657 1.983 -1.878  0.0003
H -4.001 -0.269 -4.585  0.0000
H -4.233 -2.362 -5.680  0.0000
H -4.082 -3.738 -4.586  0.0000
H -2.780 -3.365 -5.706  0.0000
H -1.723 -3.619 -3.264  0.0000
H -1.189 0.231 -1.441  0.0251
H -1.697 -4.658 -1.599  -0.0001
H -1.084 -4.624 0.054  0.0001
H -0.322 -5.673 -1.148  0.0000
H 0.237 -3.765 -3.523  0.0000
H 1.432 -4.736 -2.660  0.0000
H 1.639 -2.979 -2.809  0.0001
H 0.879 -3.588 0.757  0.0002
H 2.022 -2.824 -0.374  0.0025
H 1.844 -4.565 -0.325  -0.0003
N 8.544 -0.299 6.651  -0.0001
C 7.604 -0.400 5.997  0.0000
C 6.414 -0.535 5.176  -0.0002
C 5.189 -0.083 5.655  0.0002
C 4.058 -0.201 4.869  -0.0004
C 4.129 -0.770 3.596  -0.0006
C 5.365 -1.223 3.127  -0.0001
C 6.500 -1.106 3.910  0.0002
C 2.950 -0.868 2.777  -0.0038
C 1.962 -0.938 2.068  0.0354
H 5.130 0.361 6.639  0.0000
H 3.103 0.154 5.232  0.0000
H 5.424 -1.659 2.140  0.0000
H 7.456 -1.454 3.545  0.0000

Spin multiplicity   6
Kohn-Sham gap (alpha / beta)   0.2234 / 0.2245 Eh
ΔE to the lowest compared entry with this formula, charge and spin   0.00 kJ/mol
Calculated total energy   -105767.742 eV
Lowest unoccupied orbital energy (alpha / beta)   -0.735 / -0.721 eV
HOMO level (alpha / beta)   -6.81 / -6.83 eV
Maximum force   0.9 eV/Å


Density functional theory data (ωB97M-V/def2-TZVPD) for a molecular structure, C35H35Cl4GeN3O3SeV in a non-equilibrium geometry.

Each line ends with the Mulliken spin population.
Atoms and positions in Å:
V 0.027 -0.443 0.939  1.0679
C -2.544 -3.810 1.142  -0.0001
C -3.274 -2.799 0.267  0.0018
C -4.771 -2.753 0.630  -0.0026
C -2.769 -1.379 0.322  -0.0361
C -2.277 -0.786 1.508  0.0778
C -2.301 0.628 1.637  -0.0226
C -2.665 1.447 0.580  -0.0113
C -2.923 2.912 0.780  0.0013
C -2.948 0.835 -0.652  -0.0113
C -3.013 -0.539 -0.770  -0.0001
H -3.009 -4.788 1.027  0.0004
H -2.592 -3.558 2.203  -0.0010
H -1.503 -3.897 0.842  -0.0002
H -3.211 -3.132 -0.767  -0.0003
H -4.921 -2.410 1.656  0.0004
H -5.189 -3.755 0.542  -0.0001
H -5.324 -2.091 -0.038  0.0002
H -2.276 -1.385 2.412  0.0217
H -2.173 1.072 2.618  -0.0021
H -3.981 3.044 1.022  0.0006
H -2.728 3.487 -0.124  0.0002
H -2.340 3.324 1.602  -0.0003
H -3.222 1.457 -1.496  0.0006
H -3.342 -0.984 -1.703  -0.0001
Cl 3.833 -2.211 -4.726  -0.0034
C 2.672 -1.933 -3.512  -0.0141
C 1.514 -2.717 -3.463  0.0056
Cl 1.259 -3.959 -4.607  0.0006
C 0.587 -2.512 -2.448  -0.0072
Cl -0.793 -3.505 -2.305  -0.0021
C 0.795 -1.497 -1.519  -0.0035
O 0.012 -1.229 -0.464  -0.0962
C 1.928 -0.670 -1.590  0.0081
O 1.986 0.324 -0.664  0.0210
C 2.889 -0.931 -2.562  0.0114
Cl 4.373 -0.080 -2.531  0.0005
Ge 1.456 2.082 -1.338  0.0159
C 2.610 2.876 -2.676  -0.0009
C 2.127 3.036 -3.971  0.0001
C 2.913 3.668 -4.924  0.0000
C 4.171 4.142 -4.585  0.0000
C 4.641 4.009 -3.283  0.0001
C 3.863 3.379 -2.329  -0.0001
C 1.333 3.185 0.269  -0.0018
C 2.463 3.560 0.995  0.0007
C 2.368 4.521 1.992  -0.0001
C 1.147 5.123 2.266  0.0000
C 0.019 4.765 1.541  -0.0006
C 0.115 3.806 0.542  0.0016
H 0.060 1.670 -1.849  -0.0022
H 1.143 2.670 -4.237  -0.0001
H 2.543 3.783 -5.934  0.0000
H 4.786 4.627 -5.331  0.0000
H 5.615 4.394 -3.015  0.0000
H 4.240 3.263 -1.319  -0.0001
H 3.428 3.122 0.766  0.0003
H 3.255 4.822 2.536  0.0000
H 1.082 5.891 3.026  0.0000
H -0.928 5.253 1.734  0.0000
H -0.753 3.554 -0.056  0.0000
Se 0.926 -2.442 1.937  -0.0036
C 0.737 -2.307 3.841  -0.0106
C 1.448 -3.196 4.637  0.0059
C 1.280 -3.121 6.014  -0.0038
N 0.483 -2.238 6.602  0.0094
C -0.204 -1.401 5.841  -0.0041
C -0.114 -1.394 4.455  0.0313
H 2.105 -3.934 4.195  0.0010
H 1.804 -3.802 6.675  -0.0002
H -0.863 -0.711 6.358  -0.0001
H -0.720 -0.713 3.872  0.0028
C 3.624 -0.069 2.306  -0.0047
N 2.833 0.862 3.109  -0.0005
C 1.546 1.134 3.000  0.0047
N 0.992 1.962 3.884  0.0001
O 0.760 0.623 2.107  -0.0502
H 4.644 -0.044 2.676  0.0002
H 3.616 0.211 1.257  0.0016
H 3.246 -1.083 2.402  0.0029
H 3.332 1.345 3.838  0.0001
H 1.528 2.401 4.612  -0.0002
H 0.026 2.221 3.788  -0.0004

Spin multiplicity   2
Kohn-Sham gap (alpha / beta)   0.2354 / 0.2589 Eh
Total charge   +2
Calculated total energy   -245102.267 eV
Lowest unoccupied orbital energy (alpha / beta)   -7.272 / -6.749 eV
HOMO level (alpha / beta)   -13.68 / -13.79 eV
Maximum force   4.1 eV/Å